ORCA calculation (ωB97M-V with the def2-TZVPD basis set) on a cluster of 8 separate species, C16H26N6O8S2 in total at a distorted geometry.

```
58
Properties=species:S:1:pos:R:3:forces:R:3
C -17.0877 -2.2735 2.4080 0.564 -0.554 0.557
C -18.4297 -1.9098 2.8352 1.826 -0.155 -0.424
N -19.4853 -1.6199 3.1333 -1.522 0.553 0.605
H -16.4227 -1.4174 2.3463 -0.296 0.349 -0.162
H -17.1439 -2.7792 1.4421 0.086 -0.054 0.132
H -16.6161 -2.9213 3.1729 -0.448 0.029 -0.505
C -14.9469 0.7326 -4.6192 0.183 -0.026 -0.145
C -14.2802 1.8544 -3.9765 -0.298 -0.335 0.396
N -13.7732 2.7009 -3.3956 0.194 0.331 0.071
H -14.9382 -0.1631 -3.9760 -0.059 0.471 -0.329
H -14.4240 0.5558 -5.5482 0.218 -0.406 -0.224
H -15.9543 1.0146 -4.8965 -0.305 -0.062 0.270
C -18.3110 -5.1112 -2.2938 -0.460 0.835 0.235
C -18.3725 -3.7818 -1.6776 0.300 -2.960 -1.571
N -18.4054 -2.7826 -1.1644 -0.073 2.835 1.366
H -17.4371 -5.1908 -2.9350 -0.076 -0.180 0.058
H -19.2379 -5.2670 -2.8314 -0.023 -0.020 -0.435
H -18.3364 -5.8089 -1.4783 0.399 -0.545 0.346
C -14.8149 1.2923 -0.4776 0.896 -0.049 0.686
C -15.5414 1.1209 0.7634 1.669 0.733 -1.905
N -16.1469 0.9712 1.7009 -1.645 -0.466 2.476
H -15.2096 0.5146 -1.0809 -0.014 -0.657 -1.111
H -13.7166 1.1963 -0.3579 -0.735 -0.050 0.045
H -15.0251 2.2437 -0.9202 -0.165 0.522 -0.272
C -20.9175 -3.3216 1.2328 0.491 -0.984 -0.153
C -19.9015 -4.4109 1.1216 -2.316 1.588 0.210
N -19.2085 -5.3069 1.0356 1.187 -1.127 -0.155
H -20.3956 -2.4036 1.1409 0.348 0.863 0.039
H -21.4192 -3.3481 2.1972 0.128 -0.085 -0.015
H -21.6439 -3.3413 0.4307 -0.094 -0.467 -0.192
C -18.9014 0.2740 -0.2758 0.234 -0.602 0.079
C -18.2667 0.5709 -1.5411 -0.031 0.482 0.261
N -17.7882 0.8456 -2.5450 0.327 0.003 -0.476
H -18.4947 0.8704 0.5310 -0.075 0.534 -0.045
H -18.5545 -0.7441 -0.0479 -0.851 0.047 -0.015
H -19.9858 0.4191 -0.3998 0.391 -0.370 0.351
C -21.3337 2.8171 3.6622 0.988 -2.002 -1.054
C -20.1005 1.7313 3.5632 -0.932 1.119 -0.605
O -19.8899 1.2989 4.9144 0.262 0.799 -0.049
S -20.1434 2.5835 5.8559 1.154 0.551 -0.918
O -19.0732 3.5712 5.6177 -2.591 -1.929 0.539
O -20.4570 2.1055 7.1668 0.092 0.729 -1.106
O -21.5232 2.9828 5.0513 0.984 0.706 1.407
H -22.1545 2.1921 3.2977 -0.297 0.579 0.181
H -21.3050 3.7465 3.0573 0.526 -0.529 0.762
H -19.1960 2.0009 3.0274 0.355 0.853 0.636
H -20.4410 0.9129 2.9670 -0.515 -0.864 0.211
C -19.2312 3.7962 -2.4557 -1.314 -0.656 -0.391
C -20.3899 2.8351 -3.0394 1.765 1.180 1.196
O -21.1828 2.5759 -1.8950 -2.148 0.552 1.400
S -20.9492 3.6564 -0.6652 0.693 -1.708 -0.532
O -21.0945 2.9750 0.6125 0.040 1.167 -2.270
O -21.5770 4.9186 -0.9421 0.539 -1.210 0.307
O -19.4010 3.6432 -1.0531 0.231 1.199 1.544
H -19.3827 4.8400 -2.7378 0.122 -0.128 -0.051
H -18.2364 3.4321 -2.6380 0.253 -0.033 -0.406
H -19.9584 1.8686 -3.2355 0.051 -0.119 -0.833
H -20.9217 3.3344 -3.8431 -0.210 -0.282 -0.017
```
Positions in Å, forces in eV/Å.

2S+1 = 1
M = 494.55 g/mol
Structure (SMILES) = O=S1(=O)OCCO1.O=S1(=O)OCCO1.CC#N.CC#N.CC#N.CC#N.CC#N.CC#N
Energy above the lowest of the compared OMol25 structures with the same formula, charge and spin = 0.0 kcal per mole
Energy = -64000.38334 eV
Net charge = 0
Gap between HOMO and LUMO = 10.8 eV
HOMO = -10.6 eV